*1*
A 4-piece molecular cluster, C3H13NO2S overall. Source: the Open Molecules 2025 dataset; level of theory: ωB97M-V/def2-TZVPD.

Output
Spin multiplicity ... 1
Frontier orbital gap ... 0.156 Eh
Highest occupied orbital energy ... -9.03 eV

CARTESIAN COORDINATES (ANGSTROEM)
C: 0.277 -2.829 0.103
N: 0.721 -1.649 -0.593
C: -0.329 -0.660 -0.675
C: 0.170 0.571 -1.339
S: -1.054 1.840 -1.517
H: 1.027 -3.597 0.265
H: -0.101 -2.624 1.122
H: -0.614 -3.376 -0.239
H: 1.299 -1.127 0.097
H: -0.722 -0.516 0.339
H: -1.220 -1.130 -1.130
H: 0.576 0.307 -2.319
H: 0.929 1.095 -0.692
H: -1.996 4.172 -0.061
H: -1.275 4.022 0.081
H: -0.838 1.846 0.777
O: -0.460 1.669 1.650
H: 0.299 1.054 1.535
H: 2.050 0.652 1.502
O: 1.261 0.283 1.091

Atom charges from the Löwdin analysis, given in e for atoms 1 to 6:
1. C -0.15
2. N -0.10
3. C -0.38
4. C -0.59
5. S 0.86
6. H 0.07

*2*
A 3-piece molecular cluster, C3H13NO2S overall. Source: the Open Molecules 2025 dataset; level of theory: ωB97M-V/def2-TZVPD.

Output
Spin multiplicity ... 1
Frontier orbital gap ... 0.370 Eh
Highest occupied orbital energy ... -9.61 eV

CARTESIAN COORDINATES (ANGSTROEM)
C: 0.033 2.027 -1.266
C: -0.174 0.496 -1.066
N: -1.055 0.054 -2.124
C: 1.155 -0.133 -0.916
S: 0.917 -1.940 -0.516
H: 0.277 2.574 -0.217
H: -0.954 2.578 -1.586
H: 0.747 2.297 -2.079
H: -0.617 0.456 0.037
H: -0.487 0.144 -2.991
H: -1.228 -0.927 -2.009
H: 1.658 -0.096 -1.880
H: 1.765 0.405 -0.108
H: -0.476 -2.070 -0.427
O: -0.411 2.976 2.900
H: -0.969 2.662 2.257
H: -0.389 4.038 2.879
O: -1.024 -2.033 2.609
H: -0.423 -2.193 1.834
H: -0.793 -1.102 2.812

Atom charges from the Löwdin analysis, given in e for atoms 1 to 6:
1. C -0.11
2. C -0.63
3. N 0.03
4. C -0.52
5. S 0.69
6. H 0.11

*3*
A 3-piece molecular cluster, C3H13NO2S overall. Source: the Open Molecules 2025 dataset; level of theory: ωB97M-V/def2-TZVPD.

Output
Spin multiplicity ... 1
Frontier orbital gap ... 0.359 Eh
Highest occupied orbital energy ... -9.15 eV

CARTESIAN COORDINATES (ANGSTROEM)
C: 0.935 -1.837 -0.800
N: 1.210 -0.390 -0.790
C: 0.089 0.310 -0.215
C: 0.134 1.861 -0.391
S: -1.415 2.902 -0.390
H: 0.946 -2.182 -1.851
H: 1.799 -2.384 -0.414
H: 0.030 -2.194 -0.316
H: 1.147 -0.022 -1.747
H: -0.077 0.159 0.863
H: -0.939 0.147 -0.578
H: 0.705 2.030 -1.333
H: 0.571 2.211 0.528
H: -1.678 2.659 0.910
O: -1.745 -5.218 0.645
H: -2.527 -4.677 0.575
H: -1.469 -5.438 -0.251
O: 2.243 0.565 1.865
H: 2.080 0.341 0.934
H: 3.041 0.041 1.953

Atom charges from the Löwdin analysis, given in e for atoms 1 to 6:
1. C -0.11
2. N -0.13
3. C -0.37
4. C -0.53
5. S 0.66
6. H 0.08

Last place for stability: *1*

*1*
A 2-piece molecular cluster, C4H10N overall. Source: the Open Molecules 2025 dataset; level of theory: ωB97M-V/def2-TZVPD.

Output
Spin multiplicity ... 1
Frontier orbital gap ... 0.249 Eh
Net charge ... +1
Highest occupied orbital energy ... -12.92 eV

CARTESIAN COORDINATES (ANGSTROEM)
C: -1.028 1.402 1.547
N: -1.903 0.455 1.523
H: -0.591 1.507 2.536
H: -0.631 1.840 0.592
H: -2.125 0.109 0.568
H: -1.884 -0.263 2.249
C: 0.554 0.445 -1.524
C: 1.255 -0.482 -0.525
C: 1.082 -1.874 -0.490
H: 1.037 1.398 -1.642
H: 0.559 0.044 -2.523
H: -0.528 0.597 -1.263
H: 2.025 -0.088 0.104
H: 1.476 -2.541 0.183
H: 0.701 -2.549 -1.335

Atom charges from the Löwdin analysis, given in e for atoms 1 to 6:
1. C 0.17
2. N 0.19
3. H 0.13
4. H 0.13
5. H 0.16
6. H 0.17

*2*
An isolated ion of composition C4H10N and charge +1. Source: the Open Molecules 2025 dataset; level of theory: ωB97M-V/def2-TZVPD.

Output
Spin multiplicity ... 1
Frontier orbital gap (spin up / spin down) ... 0.331 / 0.307 Eh
Net charge ... +1
Highest occupied orbital energy (spin up / spin down) ... -13.35 / -12.99 eV

CARTESIAN COORDINATES (ANGSTROEM)
C: 0.504 0.854 -1.252
C: 0.610 0.317 0.086
C: -0.663 -0.481 0.033
C: 1.811 -0.421 0.602
N: -2.007 -0.175 0.483
H: -0.135 1.760 -1.379
H: 0.736 0.548 -2.312
H: 0.411 1.155 0.688
H: -0.688 -1.005 -0.969
H: 1.985 -1.456 0.096
H: 1.713 -0.711 1.726
H: 2.688 0.214 0.335
H: -2.236 -0.821 1.257
H: -2.643 -0.231 -0.373
H: -1.959 0.777 0.910

Atom charges from the Löwdin analysis, given in e for atoms 1 to 6:
1. C 0.13
2. C -0.54
3. C -0.07
4. C -0.06
5. N 0.17
6. H 0.09

Last place for stability: *2*

*1*
An isolated ion of composition C4H10N and charge +1. Source: the Open Molecules 2025 dataset; level of theory: ωB97M-V/def2-TZVPD.

Output
Spin multiplicity ... 1
Frontier orbital gap ... 0.434 Eh
Net charge ... +1
Highest occupied orbital energy ... -15.50 eV

CARTESIAN COORDINATES (ANGSTROEM)
C: -1.950 0.483 -0.088
C: -0.604 0.035 0.399
C: 0.007 -1.292 0.068
C: 0.599 -0.004 -0.486
N: 1.919 0.406 0.100
H: -2.007 0.016 -1.036
H: -2.160 1.602 -0.127
H: -2.735 -0.066 0.470
H: -0.257 0.248 1.470
H: 0.602 -1.978 0.696
H: -0.414 -1.981 -0.581
H: 0.718 0.308 -1.546
H: 2.709 -0.237 -0.018
H: 1.746 0.430 1.053
H: 2.317 1.216 -0.415

Atom charges from the Löwdin analysis, given in e for atoms 1 to 6:
1. C -0.04
2. C -0.29
3. C -0.04
4. C -0.21
5. N 0.22
6. H 0.07

*2*
An isolated ion of composition C4H10N and charge +1. Source: the Open Molecules 2025 dataset; level of theory: ωB97M-V/def2-TZVPD.

Output
Spin multiplicity ... 1
Frontier orbital gap ... 0.411 Eh
Net charge ... +1
Highest occupied orbital energy ... -14.96 eV

CARTESIAN COORDINATES (ANGSTROEM)
C: -0.370 0.345 -2.254
C: -0.731 0.825 -0.841
C: 0.262 0.245 0.123
C: -0.153 -0.220 1.281
N: 0.845 -0.883 2.203
H: -0.571 -0.724 -2.341
H: 0.667 0.473 -2.411
H: -0.838 0.859 -3.091
H: -1.691 0.398 -0.562
H: -0.771 1.910 -0.858
H: 1.288 0.147 -0.209
H: -1.125 -0.312 1.684
H: 1.717 -0.372 2.157
H: 0.511 -0.827 3.167
H: 0.959 -1.865 1.951

Atom charges from the Löwdin analysis, given in e for atoms 1 to 6:
1. C -0.09
2. C -0.21
3. C -0.07
4. C -0.06
5. N 0.21
6. H 0.09

Last place for stability: *1*

*1*
One molecule with the formula CH2OS2. Source: the Open Molecules 2025 dataset; level of theory: ωB97M-V/def2-TZVPD.

Output
Spin multiplicity ... 1
Frontier orbital gap ... 0.357 Eh
Highest occupied orbital energy ... -9.84 eV

CARTESIAN COORDINATES (ANGSTROEM)
O: -0.346 1.574 -0.008
C: 0.005 0.423 -0.053
S: 1.556 -0.411 -0.047
S: -1.383 -0.625 0.051
H: 2.101 0.912 0.701
H: -2.136 0.544 -0.376

Taken from the Löwdin analysis, the atomic charges in e are:
1. O -0.12
2. C -1.35
3. S 0.70
4. S 0.73
5. H 0.06
6. H -0.01

*2*
One molecule with the formula CH2OS2. Source: the Open Molecules 2025 dataset; level of theory: ωB97M-V/def2-TZVPD.

Output
Spin multiplicity ... 1
Frontier orbital gap ... 0.292 Eh
Highest occupied orbital energy ... -8.77 eV

CARTESIAN COORDINATES (ANGSTROEM)
O: 0.730 -0.305 -0.801
C: -0.456 -0.293 -0.311
S: -1.595 -1.482 -0.774
S: -0.801 0.862 0.886
H: 1.391 0.308 -0.233
H: 0.731 0.910 1.234

Taken from the Löwdin analysis, the atomic charges in e are:
1. O -0.11
2. C -1.40
3. S 0.57
4. S 0.78
5. H 0.15
6. H 0.01

*3*
One molecule with the formula CH2OS2. Source: the Open Molecules 2025 dataset; level of theory: ωB97M-V/def2-TZVPD.

Output
Spin multiplicity ... 1
Frontier orbital gap ... 0.388 Eh
Highest occupied orbital energy ... -10.26 eV

CARTESIAN COORDINATES (ANGSTROEM)
O: -1.532 -0.389 1.287
C: -0.649 -0.139 0.488
S: -0.932 -0.077 -1.309
S: 1.070 0.067 1.185
H: 0.270 0.098 -1.808
H: 1.772 0.441 0.156

Taken from the Löwdin analysis, the atomic charges in e are:
1. O -0.07
2. C -1.08
3. S 0.77
4. S 0.75
5. H -0.17
6. H -0.19

*4*
One molecule with the formula CH2OS2. Source: the Open Molecules 2025 dataset; level of theory: ωB97M-V/def2-TZVPD.

Output
Spin multiplicity ... 1
Frontier orbital gap ... 0.377 Eh
Highest occupied orbital energy ... -9.93 eV

CARTESIAN COORDINATES (ANGSTROEM)
O: 0.158 1.906 -0.160
C: 0.128 0.684 -0.143
S: 1.578 -0.179 -0.243
S: -1.498 -0.113 -0.292
H: 1.153 -1.436 0.039
H: -1.518 -0.862 0.799

Taken from the Löwdin analysis, the atomic charges in e are:
1. O -0.09
2. C -1.23
3. S 0.84
4. S 0.74
5. H -0.11
6. H -0.15

Last place for stability: *2*